[1]
This record from OMol25 describes a molecular structure, C34H53IrN5O11P2SSi. The level of theory is wB97M-V/def2-TZVPD.

```
108
Properties=species:S:1:pos:R:3:mulliken_charge:R:1
H -2.583 -8.036 -7.396 0.401
H -0.047 -3.367 -2.406 0.462
H 3.474 2.972 -0.035 0.136
H 3.588 1.627 -2.963 0.392
N -1.322 -0.432 -1.464 0.927
C -3.017 3.590 0.379 -1.337
H -6.744 0.844 0.828 0.468
C -3.509 -0.063 0.610 0.089
C -1.842 -6.656 -5.961 -1.068
C -1.023 3.459 1.803 0.464
C 3.782 -3.032 2.477 -1.847
O 0.990 1.113 -0.925 -0.433
H -0.584 -4.945 -3.969 0.157
C 1.159 4.200 -2.006 -1.538
H 3.307 -2.703 -0.295 0.544
O 2.239 1.487 1.769 0.962
H -0.876 -1.043 4.578 0.251
H 4.356 3.978 1.124 0.516
O -1.466 2.411 -1.755 -1.087
C -2.400 -0.390 -2.275 -0.439
Ir -0.949 1.130 -0.211 2.782
H 2.795 3.378 3.637 0.273
C 0.910 -0.050 5.272 1.779
C 4.654 1.235 1.665 -1.518
H 0.371 -1.478 -0.917 0.477
H 4.545 3.254 3.520 0.554
C 0.209 0.932 6.195 -1.733
H 2.873 0.517 5.979 0.363
P 1.545 1.466 -2.279 0.508
H 5.606 1.761 1.747 0.522
C -0.507 -1.496 -1.545 -0.843
H 0.601 -2.026 4.446 0.039
H -3.012 0.498 -2.210 0.613
H 2.584 3.949 1.152 0.189
H 0.152 0.525 7.205 0.440
H -1.713 4.143 -4.545 0.402
H 2.221 4.248 -1.763 0.415
O 1.287 0.391 -3.392 -0.657
H 4.089 -1.301 0.438 0.269
C 3.479 3.344 0.989 -1.275
C -5.670 0.917 0.731 -0.564
H 3.615 1.883 4.123 0.280
C -0.345 3.887 3.064 -0.892
H -2.858 -0.926 0.617 0.446
C -4.196 -5.161 -6.592 -0.763
H 2.415 -1.177 -0.104 0.073
C -5.057 2.150 0.570 -0.870
C 3.149 -1.844 0.359 -1.363
C -3.919 -6.360 -7.202 -0.510
H -2.721 4.379 2.343 0.313
C -3.683 2.238 0.434 1.169
C 0.867 3.029 -2.932 0.981
C 3.614 2.700 3.403 -1.556
H -0.806 1.129 5.847 0.328
O -1.657 4.007 -3.589 -0.546
C -2.215 -3.577 -4.168 -0.127
C 1.439 -3.179 1.628 -1.386
H 4.562 0.853 0.649 0.147
H -0.953 -7.226 -5.728 0.392
H -3.566 -1.327 -3.796 0.620
H 4.653 -2.387 2.590 0.343
O 3.101 1.553 -2.128 -0.462
O 1.512 3.258 -4.181 -0.648
H 3.437 -3.332 3.467 0.371
O -0.406 2.773 0.960 -0.491
C -2.757 -7.097 -6.889 -0.413
N -1.462 -4.702 -4.390 0.064
H 1.117 2.696 -4.862 0.483
H -3.783 4.353 0.280 0.690
C 3.512 2.188 1.974 1.530
C -3.278 -4.692 -5.644 0.552
Si 1.571 0.249 2.536 -2.624
H -0.155 -1.766 6.019 0.559
C -1.870 -2.518 -3.232 0.793
N -2.916 1.130 0.423 0.229
N -2.270 3.865 1.602 -0.051
P -0.923 2.673 -3.161 0.678
C -2.701 -1.397 -3.153 -0.965
H -1.012 3.750 3.916 0.541
C -0.749 -2.545 -2.400 -0.911
H 0.881 5.120 -2.520 0.431
H -0.083 4.945 3.006 0.377
H -4.602 -6.756 -7.940 0.397
H -5.083 -4.590 -6.828 0.441
C -2.129 -5.438 -5.344 0.757
H 0.632 -2.680 1.086 0.184
H 1.685 -4.099 1.096 0.534
H -5.641 3.060 0.557 0.515
S -0.389 -0.181 1.517 -0.236
H 0.547 3.287 3.213 -0.289
H 2.218 -0.940 6.725 0.560
H 1.072 -3.450 2.618 0.282
H 0.416 0.566 -3.852 0.434
C 2.677 -2.303 1.730 1.691
O 2.372 -1.135 2.529 1.125
N -3.300 -3.538 -4.894 -0.571
C -4.869 -0.211 0.778 -1.020
H 4.082 -3.927 1.931 0.436
H 4.671 0.396 2.361 0.275
H 0.590 4.116 -1.079 0.123
H 2.838 -1.012 5.072 0.082
C 2.299 -0.390 5.787 -1.513
O -0.981 1.578 -4.170 -0.881
H 0.761 1.871 6.234 0.335
H -2.348 3.669 -0.478 -0.105
C 0.070 -1.299 5.060 -1.337
H -5.281 -1.199 0.925 0.501
O 1.038 0.657 3.997 0.417
```

Results
**M**: 1022.1 g/mol
**Net charge**: +2
**Lowest unoccupied orbital energy (spin up / spin down)**: -5.21 / -7.81 eV
**Multiplicity**: 2
**E_tot**: -3903.59402 Eh
**Kohn-Sham gap (spin up / spin down)**: 7.10 / 4.51 eV
**ΔE to the lowest compared entry with this formula, charge and spin**: 8.8 kJ/mol

***

[2]
This record from OMol25 describes 3 unconnected molecules or ions with the total composition C34H54Br3F3N4O6P in a non-equilibrium geometry. The level of theory is wB97M-V/def2-TZVPD.

```
105
Properties=species:S:1:pos:R:3:mulliken_charge:R:1
O 1.318 -4.148 0.036 -0.370
C 5.379 3.064 -0.566 -1.247
C 1.448 4.764 -0.122 -1.953
H 3.233 5.939 -2.373 0.330
C 3.336 -4.489 1.033 1.830
H 4.572 4.418 -3.651 0.362
H -1.037 -0.910 2.325 0.621
H -1.993 -2.954 2.527 0.263
H 2.187 -2.911 2.029 0.251
H 0.911 -4.840 -2.333 0.308
C -2.676 0.092 1.290 0.205
C -3.442 0.309 2.433 0.234
C -4.628 1.651 -1.449 -1.408
C 4.221 -5.621 1.589 -1.882
H 4.432 -6.843 -1.273 0.328
C -3.002 -0.225 3.786 0.117
H 5.074 2.169 -0.014 0.328
C -6.363 1.294 4.272 0.003
C 4.214 -3.482 0.285 -1.380
H 6.159 3.881 -3.117 0.439
H -3.782 0.615 5.863 0.334
H -5.294 -0.076 -2.539 0.576
H -7.464 0.410 0.681 0.292
H 2.369 6.760 -1.115 0.495
H -3.427 -1.012 6.536 0.315
H 5.379 5.197 -2.286 0.351
H -5.122 -0.495 6.124 0.251
C -1.378 -0.689 1.319 -0.803
H 4.852 -6.089 0.836 0.369
F -4.775 1.990 -4.327 -0.229
H 4.096 6.525 -0.949 0.339
H -2.549 0.415 -0.810 0.494
H 6.428 2.914 -0.833 0.409
H 4.897 -5.230 2.350 0.439
O -3.877 -0.954 4.506 -0.313
P -6.721 2.409 0.892 1.204
C -4.672 1.022 2.292 1.139
Br -7.416 -0.082 -4.132 -0.049
C -1.630 -2.026 0.542 0.100
H 3.547 -3.519 2.951 0.435
O -1.888 -0.025 4.185 -0.498
H 1.161 3.904 0.485 0.273
H 4.285 1.030 -2.031 0.355
C 2.657 -5.521 -1.196 2.121
H 2.986 -3.648 -2.224 0.387
H 0.732 -6.449 -1.619 0.468
H 2.951 -7.617 -1.794 0.495
Br 0.018 0.333 0.396 -0.132
H 5.794 4.084 1.284 0.391
H 3.213 -7.354 -0.102 0.332
H 1.759 -6.201 -3.035 0.510
O -6.679 3.496 -0.283 -0.465
H 0.768 4.826 -0.974 0.466
F -7.807 1.978 -2.481 -0.240
H -1.712 -4.079 1.206 0.339
C -6.014 2.402 -4.021 0.585
C 3.574 -4.517 -1.907 -1.436
C 5.190 4.240 -2.769 -1.791
C 5.255 4.275 0.354 -0.453
O -7.036 3.267 2.224 -0.493
H 3.716 5.476 1.261 0.354
C 1.439 -5.763 -2.090 -2.022
H -0.688 -2.393 0.124 0.324
C 3.176 6.049 -1.291 -1.830
C 4.730 -4.021 -1.045 -0.461
H 3.615 -6.397 2.059 0.370
N 2.252 -5.044 0.162 0.161
N 3.122 3.567 -1.539 0.259
H 3.647 -2.564 0.098 0.423
H -6.246 3.779 2.469 0.364
H -4.799 2.723 -1.550 0.262
C -6.715 1.413 -3.033 0.374
H -6.050 4.215 -0.108 0.371
H 5.730 5.150 -0.098 0.293
C -5.099 1.502 1.043 -0.706
C -5.468 1.192 3.483 -1.093
H 5.633 1.690 -2.934 0.431
N -4.298 1.251 -0.043 -0.022
C 4.607 1.885 -2.623 -1.887
H -7.170 1.334 4.976 0.442
C 3.359 -6.902 -1.082 -1.783
Br -6.043 4.258 -3.410 -0.076
H 3.967 -4.968 -2.820 0.357
C 2.746 -3.814 2.273 -1.815
H 5.267 -3.232 -1.576 0.398
H 5.059 -3.195 0.915 0.396
C 3.790 4.563 0.666 -1.415
H -3.287 -3.252 1.321 0.364
N -7.826 1.356 0.707 -0.747
H 2.084 -4.494 2.812 0.456
C -2.207 -3.138 1.466 -1.244
H 1.302 5.650 0.497 0.498
H 5.456 -4.822 -0.879 0.297
C -3.148 0.582 0.081 0.470
H -6.359 0.291 -1.211 0.512
O 2.497 2.513 -1.102 -0.468
C 4.541 3.198 -1.840 1.711
H 3.989 1.933 -3.522 0.443
C 2.906 4.693 -0.581 2.144
F -6.704 2.430 -5.179 -0.212
C -5.775 0.752 -2.009 -0.812
H -2.362 -1.854 -0.257 0.227
H 3.409 3.754 1.299 0.362
H -3.745 1.427 -2.050 0.529
C -4.066 -0.442 5.860 -0.739
```

Results
**M**: 942.5 g/mol
**Net charge**: +1
**Lowest unoccupied orbital energy (spin up / spin down)**: -4.63 / -4.63 eV
**Multiplicity**: 3
**E_tot**: -10360.97832 Eh
**Kohn-Sham gap (spin up / spin down)**: 5.65 / 6.50 eV
**ΔE to the lowest compared entry with this formula, charge and spin**: 0.0 kJ/mol

***

[3]
This record from OMol25 describes 3 unconnected molecules or ions with the total composition C34H54FNO12P2S in a non-equilibrium geometry. The level of theory is wB97M-V/def2-TZVPD.

```
105
Properties=species:S:1:pos:R:3:mulliken_charge:R:1
O 4.348 2.828 -3.676 -0.121
C 4.491 5.885 -6.392 -1.177
S -2.071 0.536 0.776 -0.321
H 4.413 7.025 -4.584 0.331
C 5.475 2.116 -4.180 -0.349
H 5.154 6.585 -6.899 0.379
C 0.777 3.192 -4.259 -0.363
H -0.290 1.315 -4.249 0.378
C -1.767 3.098 -0.241 -0.626
C 1.394 -3.390 0.510 -1.775
H -8.794 -5.406 0.750 0.356
O 6.319 0.162 0.790 -0.499
O -5.698 -4.459 -0.731 -0.761
C 1.911 -0.033 6.174 -0.693
C -0.581 2.539 1.802 0.229
H -6.062 -2.697 -2.548 0.309
H -1.479 5.069 -1.044 0.423
H 2.755 -1.991 5.774 0.299
C 5.227 0.385 1.171 0.580
C -0.369 4.722 0.788 -0.733
C 4.642 6.004 -4.891 -0.220
H 1.813 -1.914 7.241 0.418
P 3.367 3.651 -4.693 0.826
C -0.197 -1.493 0.754 -0.944
C 6.679 3.023 -4.362 -0.987
H -9.556 -3.214 1.667 0.334
H 2.448 -3.326 0.236 0.300
H 5.228 1.612 -5.117 0.300
C -6.366 -1.819 -1.972 -0.376
H -8.158 -0.682 -1.578 0.249
C 4.108 -1.592 1.692 0.290
H -8.459 -2.358 -2.044 0.180
O 1.329 0.548 5.022 -0.534
H -7.973 -1.185 -3.270 0.411
F -0.043 -4.366 2.153 -0.289
C 0.557 -2.110 5.526 -0.677
O 4.615 -0.403 2.163 -0.282
H 0.631 4.092 2.597 0.383
H 5.675 5.811 -4.586 0.248
H -10.236 -4.810 -0.092 0.378
H -0.783 -1.987 -0.010 0.433
H -4.286 -4.407 2.729 0.385
H -0.205 -1.341 5.412 0.267
H 0.823 -3.470 -0.418 0.490
C -7.824 -1.488 -2.232 -0.946
H 5.078 2.372 0.543 0.355
H 4.740 4.876 -6.740 0.362
H 3.331 -1.946 3.621 -0.128
O -5.410 -3.343 1.409 -0.300
H -2.309 -4.620 1.127 0.288
C 1.839 -1.577 6.201 -0.462
H -2.425 2.821 -1.058 0.391
H 7.572 2.439 -4.589 0.426
O -6.105 -2.009 -0.586 -0.216
C 0.587 1.767 -3.783 -0.915
C 1.328 -0.251 2.749 1.391
C -8.994 -3.258 0.733 -0.218
H 1.457 1.148 -4.002 0.294
C -1.238 4.385 -0.242 -0.552
H -8.648 -4.691 -0.857 0.357
C 0.985 -2.087 1.181 0.998
H 6.517 3.721 -5.189 0.183
O 4.455 -2.069 0.657 -0.593
O -7.631 -2.957 1.064 -0.377
H 1.912 -4.915 1.966 0.389
C 2.134 0.419 3.842 -1.338
H -3.165 -3.524 0.026 0.297
P -6.389 -3.456 0.119 0.942
C -4.378 -4.300 1.647 -0.618
H 3.002 -3.236 2.455 0.390
O 3.760 5.148 -4.152 -0.359
C -1.442 2.205 0.759 0.655
H -5.740 -0.986 -2.294 0.353
H -4.656 -5.278 1.253 0.370
H 5.709 1.344 -3.446 0.360
C -3.059 -3.832 1.068 -0.645
H 0.434 1.984 3.437 0.305
H 3.022 -0.146 4.099 0.845
O 2.998 2.692 -5.763 -0.763
H 6.860 3.609 -3.460 0.254
C -0.585 -0.292 1.308 0.626
H 3.922 1.303 -0.290 0.221
H 0.110 -2.911 6.119 0.449
H -9.394 -2.470 0.090 0.244
N -0.259 1.606 2.807 -0.128
H 1.337 0.315 7.035 0.396
H 2.405 1.435 3.524 0.054
H 0.815 -5.462 0.681 0.357
H -2.690 -2.965 1.619 0.168
H 0.708 3.257 -5.345 0.338
C 1.740 -1.469 2.187 0.487
C -0.056 3.831 1.797 -0.664
C 0.155 0.355 2.286 -0.437
H 0.448 1.748 -2.699 0.147
C 1.051 -4.636 1.353 -0.361
H 2.942 0.329 6.275 0.343
H 3.659 1.779 1.439 0.070
H 0.810 -2.563 4.566 -0.094
H -0.013 3.826 -3.851 0.368
C 4.388 1.539 0.665 -0.589
C 3.033 -2.163 2.598 -0.475
H 3.463 6.094 -6.695 0.357
O 2.018 3.719 -3.791 -0.294
H 0.064 5.716 0.767 0.365
C -9.180 -4.620 0.098 -1.171
```

Results
**M**: 781.8 g/mol
**Net charge**: 0
**Lowest unoccupied orbital energy**: 0.52 eV
**E_tot**: -3466.46905 Eh
**Kohn-Sham gap**: 8.19 eV

***

Q: Which value of net charge does entry 1 give?
A: +2

***

Q: Which of these has the lowest net charge?
A: C34H54FNO12P2S